Molecular formula: C24H21AsF6N2OSW
Method: DFT, ωB97M-V/def2-TZVPD

Computed properties:
HOMO-LUMO gap (alpha / beta) ... 7.63 / 4.54 eV
Total charge ... +3
DFT total energy ... -4411.26756 Ha
Highest occupied orbital energy (alpha / beta) ... -17.32 / -17.32 eV
ΔE to the lowest compared entry with this formula, charge and spin ... 0.0000 eV
2S+1 ... 4
Strongest force on any atom ... 0.57 eV Å⁻¹

Cartesian coordinates (Å):
W 0.20238 -2.03686 0.89771
C -0.04141 0.21933 3.35014
N -0.72895 -0.87357 2.64189
C -1.84915 -1.27422 3.13872
C -2.45735 -2.37691 2.47439
C -3.62694 -3.14209 2.67991
C -3.60328 -4.10319 1.71126
C -2.39211 -3.88995 0.92498
N -1.72670 -2.84517 1.39119
C -0.16221 1.58694 2.73871
C -1.21777 1.92281 1.81484
C -1.38281 3.20409 1.37036
C -0.48208 4.18972 1.79766
C 0.59288 3.85512 2.70019
C 0.73443 2.57754 3.16636
H 1.01319 -0.03495 3.44427
H -0.43620 0.29222 4.37056
H -2.29714 -0.81579 4.01580
H -4.36534 -2.99268 3.45169
H -4.31877 -4.89175 1.53498
H -2.03784 -4.47133 0.08659
H -1.90091 1.14965 1.49167
H -2.19877 3.45206 0.70525
H -0.59897 5.22116 1.48857
H 1.27462 4.63353 3.01920
H 1.53209 2.34384 3.86032
O -0.55439 -0.66530 -0.33755
S -0.72294 0.08458 -1.71983
C 0.01310 1.66728 -1.39100
C 1.11741 1.81527 -0.55937
C 1.63182 3.08782 -0.36331
C 1.03044 4.18754 -0.97045
C -0.09147 4.02213 -1.77985
C -0.60919 2.75239 -1.99640
C 0.28580 -0.69274 -2.91793
C -0.40009 -1.61616 -3.70886
C 0.29033 -2.29064 -4.70411
C 1.63630 -2.02731 -4.90446
C 2.30800 -1.09147 -4.11879
C 1.63938 -0.41460 -3.11893
H 1.57100 0.95853 -0.08148
H 2.51616 3.22040 0.24700
H 1.44814 5.17774 -0.83844
H -0.54717 4.88067 -2.25468
H -1.47893 2.61583 -2.62793
H -1.45895 -1.79051 -3.56034
H -0.22723 -3.00098 -5.33356
H 2.16995 -2.54090 -5.69324
H 3.35295 -0.88216 -4.30318
H 2.15581 0.33387 -2.53756
F 0.98155 -3.23830 2.09215
As 3.48114 -3.33493 -0.48506
F 1.46037 -0.76201 1.42509
F 3.12226 -3.77556 -2.08151
F 4.46972 -2.01154 -0.87161
F -0.11451 -3.34856 -0.36488
F 1.99835 -2.21991 -0.40716